Entry 1:
Formula: C19H38O9
Source: the Open Molecules 2025 dataset
Level of theory: wB97M-V/def2-TZVPD

XYZ file:
```
66
Properties=species:S:1:pos:R:3:forces:R:3
C 43.114 60.823 5.327 0.477 -3.493 0.015
C 43.315 59.663 6.303 2.753 2.225 0.920
O 42.157 59.271 6.869 -3.794 -0.101 -0.127
C 42.139 58.264 7.740 -8.351 3.103 -2.343
C 40.647 58.035 8.206 5.660 -10.743 -1.204
O 43.014 57.611 7.989 7.274 -4.888 2.355
H 44.015 61.123 4.890 1.495 0.550 -0.368
H 42.668 61.545 5.851 -1.579 3.310 1.825
H 42.459 60.548 4.535 -0.647 -0.480 -0.690
H 43.896 58.906 5.896 0.611 -1.980 -1.225
H 43.909 59.886 7.204 0.666 0.973 -0.673
H 40.014 57.592 7.400 0.822 -0.229 0.772
H 40.353 58.869 8.308 -4.545 11.277 2.043
H 40.767 57.461 9.173 -0.782 0.463 -1.278
C 50.108 59.241 2.389 12.549 -8.529 -1.713
C 49.835 57.724 2.700 -1.816 4.983 -0.100
O 48.929 57.264 1.752 -0.847 -2.165 -0.460
C 48.354 56.052 2.065 -0.109 -0.225 1.712
C 47.426 55.593 0.963 0.271 -2.632 3.056
O 48.522 55.428 3.135 -0.093 2.046 -3.113
H 51.012 59.770 2.957 -1.492 -1.742 -1.169
H 49.471 59.804 2.537 -12.014 9.056 3.526
H 50.224 59.431 1.337 0.870 -0.509 -0.757
H 50.661 57.178 2.810 3.475 -2.317 -0.319
H 49.377 57.682 3.634 -0.921 -0.088 1.847
H 47.336 56.160 0.087 -0.054 0.607 -1.012
H 46.506 55.273 1.475 -0.394 1.179 -0.236
H 47.719 54.532 0.894 0.577 0.335 -1.186
C 44.982 59.086 10.647 3.870 0.369 -3.985
C 46.163 58.237 11.178 -0.511 -2.470 -0.698
O 47.393 58.732 10.568 -0.939 -0.146 0.679
C 48.463 57.919 10.582 1.347 3.199 -0.525
C 49.683 58.728 10.198 2.058 -1.168 2.408
O 48.521 56.807 10.940 -0.601 -2.894 0.838
H 44.550 58.583 9.728 0.475 0.699 1.093
H 45.374 60.118 10.315 -0.646 -1.489 0.596
H 44.280 59.198 11.340 -3.052 0.502 2.909
H 46.270 58.152 12.357 -0.149 0.231 -2.594
H 45.979 57.169 10.661 0.614 1.988 1.891
H 49.480 59.553 9.609 -0.668 2.325 -0.274
H 50.383 58.238 9.573 0.308 -1.538 -0.786
H 50.409 58.864 11.132 -2.069 0.362 -1.648
C 49.806 53.006 7.532 0.307 -4.423 -0.824
C 49.885 54.501 7.637 -2.348 1.337 -0.139
O 51.187 54.883 7.226 2.614 1.565 -0.984
C 51.521 56.165 6.757 -4.108 2.196 2.906
C 52.864 56.406 6.179 2.055 1.537 2.748
O 50.719 57.110 6.915 1.562 -2.451 -0.645
H 50.685 52.476 8.143 -1.972 1.316 -1.043
H 49.898 52.454 6.463 -0.006 1.955 2.041
H 48.798 52.538 7.890 1.767 1.264 -0.202
H 49.169 55.068 6.914 0.817 -1.099 1.511
H 49.595 54.724 8.750 0.944 0.325 -2.016
H 52.733 56.080 5.218 0.932 -2.104 -2.497
H 53.699 56.078 6.913 -1.292 -0.385 -1.912
H 53.166 57.479 5.938 -1.318 -0.911 1.062
C 47.303 58.096 7.001 -2.307 -1.702 -1.204
C 47.513 59.606 6.706 -2.341 0.440 0.796
C 48.901 59.943 6.260 -4.828 6.138 -4.386
O 46.610 60.460 6.818 2.236 -2.131 -0.334
H 46.273 57.693 7.200 -0.119 1.770 -0.007
H 47.697 57.685 7.975 1.084 0.342 -1.690
H 47.312 57.510 5.958 1.558 0.872 2.332
H 49.012 61.170 6.257 -0.447 -3.099 -0.468
H 49.202 59.500 5.319 -0.438 0.077 -0.517
H 49.589 59.673 6.835 5.549 -2.782 5.469
```
Positions in Å, forces in eV/Å.

Summary:
E in eV: -38738.507
Largest force on an atom in eV Å⁻¹: 15.453
Relative energy (zero: lowest compared OMol25 entry of this formula, charge and spin) in kcal/mol: 213.1
SMILES: CCOC(C)=O.CCOC(C)=O.CCOC(C)=O.CCOC(C)=O.CC(C)=O
LUMO level in eV: 0.6
Net charge: 0

Entry 2:
Formula: C6H13N2
Source: the Open Molecules 2025 dataset
Level of theory: wB97M-V/def2-TZVPD

XYZ file:
```
21
Properties=species:S:1:pos:R:3:forces:R:3
C -0.099 -0.653 0.729 -0.993 -0.957 2.434
C 0.464 -0.695 -1.558 -1.905 2.194 0.057
C -0.443 1.057 -0.759 3.904 -2.944 -0.859
C 0.435 2.265 -0.866 0.943 -1.331 2.564
C 0.799 -2.708 0.082 2.478 -0.449 0.279
C -1.247 1.161 1.719 0.399 0.127 1.776
N 0.433 -1.302 -0.224 1.191 -2.184 -1.599
N -0.612 0.504 0.593 0.009 1.927 -1.325
H -0.252 -1.115 1.710 0.469 -0.128 -0.374
H -0.256 -1.121 -2.351 0.805 0.437 1.723
H 1.468 -0.620 -2.065 -0.878 0.262 1.145
H -1.316 1.023 -1.280 -2.469 0.236 -1.361
H 0.153 2.770 0.060 0.029 1.078 -0.373
H 0.394 2.853 -1.741 -0.466 0.545 -0.858
H 1.497 1.999 -0.652 -0.683 0.040 -0.384
H 1.370 -3.065 -0.811 -0.721 -0.064 0.869
H 1.540 -2.794 0.987 -1.355 0.502 -1.685
H -0.058 -3.340 0.330 -0.001 0.218 -0.445
H -2.257 1.464 1.440 0.337 0.693 -0.068
H -0.548 1.978 2.183 -1.702 -1.402 -0.876
H -1.466 0.339 2.475 0.609 1.198 -0.640
```
Positions in Å, forces in eV/Å.

Summary:
E in eV: -9404.059
Largest force on an atom in eV Å⁻¹: 4.964
Relative energy (zero: lowest compared OMol25 entry of this formula, charge and spin) in kcal/mol: 64.8
LUMO level in eV: -2.9
Net charge: +1

Entry 3:
Formula: C4H6FN
Source: the Open Molecules 2025 dataset
Level of theory: wB97M-V/def2-TZVPD

XYZ file:
```
12
Properties=species:S:1:pos:R:3:forces:R:3
C 1.070 1.335 -1.108 -0.669 2.230 -0.142
C 1.492 0.431 -0.310 0.056 -3.221 2.079
F 1.232 0.480 1.034 0.195 0.638 -0.050
H 0.534 2.169 -0.645 0.309 0.005 -0.542
H 1.334 1.299 -2.132 -0.177 0.009 -0.812
H 1.794 -0.600 -0.484 0.683 0.514 -0.574
C -1.525 -0.510 0.812 -0.256 1.394 -1.100
C -0.565 -1.586 0.517 -2.447 0.407 0.610
N -0.079 -2.488 0.022 1.242 -0.997 -0.247
H -0.889 0.394 0.905 -0.840 -0.324 0.616
H -2.371 -0.584 1.565 1.687 -0.413 -0.591
H -2.027 -0.340 -0.176 0.216 -0.243 0.752
```
Positions in Å, forces in eV/Å.

Summary:
E in eV: -8450.928
Largest force on an atom in eV Å⁻¹: 3.834
Relative energy (zero: lowest compared OMol25 entry of this formula, charge and spin) in kcal/mol: 32.4
SMILES: C=CF.CC#N
LUMO level in eV: 0.9
Net charge: 0

Entry 4:
Formula: C7H6N2O5
Source: the Open Molecules 2025 dataset
Level of theory: wB97M-V/def2-TZVPD

XYZ file:
```
20
Properties=species:S:1:pos:R:3:forces:R:3
O -2.016 -1.768 0.951 -1.216 0.597 -2.287
N -2.249 -1.213 -0.132 1.070 -0.532 -0.255
O -2.904 -1.547 -1.113 0.173 -0.631 2.209
C -1.446 0.104 -0.427 1.808 -0.471 0.386
O -1.693 0.496 -1.666 3.849 -1.682 -0.347
C 0.169 -0.046 -0.150 -1.081 0.933 0.701
C 0.825 -1.295 -0.048 -2.894 0.408 -1.113
C 2.195 -1.341 0.202 0.673 -2.086 -0.710
C 2.882 -0.178 0.303 0.861 0.972 2.000
C 2.236 1.026 0.302 0.669 1.061 -0.792
C 0.883 1.155 0.073 -0.488 0.427 0.181
N -2.097 1.070 0.552 1.087 0.747 0.692
O -2.770 1.913 -0.006 -0.457 0.078 0.850
O -1.806 0.985 1.731 -0.667 0.171 -1.066
H -2.451 0.969 -1.858 -2.778 1.456 0.130
H 0.010 -2.064 -0.257 2.279 -0.013 0.561
H 2.907 -2.203 0.222 -1.638 0.070 0.117
H 3.884 -0.092 0.767 -0.264 -0.734 -1.085
H 2.962 1.834 0.366 -0.882 0.575 0.348
H 0.478 2.196 0.189 -0.104 -1.347 -0.521
```
Positions in Å, forces in eV/Å.

Summary:
E in eV: -20566.496
Largest force on an atom in eV Å⁻¹: 4.215
Relative energy (zero: lowest compared OMol25 entry of this formula, charge and spin) in kcal/mol: 24.4
SMILES: O=[N+]([O-])C(O)(c1ccccc1)[N+](=O)[O-]
LUMO level in eV: -0.9
Net charge: 0

Entry 5:
Formula: C7H15N
Source: the Open Molecules 2025 dataset
Level of theory: wB97M-V/def2-TZVPD

XYZ file:
```
23
Properties=species:S:1:pos:R:3:forces:R:3
C 0.223 -2.406 2.537 -0.405 -0.753 -0.414
C 0.262 -0.995 2.027 0.849 -1.002 -0.092
C 0.027 -0.697 0.746 -0.917 1.399 0.256
C -0.821 -1.540 -0.165 -0.604 -1.042 0.721
C 0.269 0.706 0.239 -1.110 0.004 0.801
C 0.838 0.883 -1.170 -1.185 1.014 -0.229
C -0.128 1.618 -2.170 1.777 0.445 1.518
N -0.138 3.061 -1.917 -0.738 -0.007 -0.887
H -0.239 -2.589 3.507 -0.007 0.352 0.103
H -0.286 -3.059 1.828 -0.284 0.047 0.021
H 1.221 -2.854 2.567 0.198 0.337 0.245
H 0.715 -0.297 2.727 0.087 0.274 -0.398
H -1.754 -1.838 0.341 0.316 0.063 0.257
H -0.330 -2.494 -0.361 -0.027 0.096 -0.699
H -1.230 -1.038 -1.039 0.781 0.043 -0.324
H 0.821 1.232 1.026 0.341 -0.018 -0.402
H -0.708 1.230 0.261 0.128 -0.221 -0.118
H 1.655 1.576 -0.978 0.654 -0.364 -0.882
H 1.085 -0.007 -1.749 0.629 -0.286 0.802
H -1.146 1.252 -2.064 0.023 -0.442 -0.440
H 0.371 1.418 -3.122 -0.795 0.041 -0.394
H 0.372 3.420 -1.134 0.113 -0.230 0.386
H -1.081 3.419 -1.935 0.180 0.251 0.170
```
Positions in Å, forces in eV/Å.

Summary:
E in eV: -8991.029
Largest force on an atom in eV Å⁻¹: 2.379
Relative energy (zero: lowest compared OMol25 entry of this formula, charge and spin) in kcal/mol: 33.7
SMILES: C/C=C(\C)CCCN
LUMO level in eV: 1.0
Net charge: 0

Entry 6:
Formula: C4H14NO
Source: the Open Molecules 2025 dataset
Level of theory: wB97M-V/def2-TZVPD

XYZ file:
```
20
Properties=species:S:1:pos:R:3:forces:R:3
C -0.103 0.836 -1.848 -0.668 -0.729 0.755
C -0.049 0.614 -0.366 1.286 3.003 3.779
N -0.725 -0.682 0.084 -2.350 3.324 -0.712
C -0.347 -1.707 -0.857 3.495 -2.221 0.677
C -0.585 1.966 0.420 -2.335 0.578 -4.717
H -1.124 0.477 -2.166 0.605 1.548 -0.089
H 0.173 1.919 -1.772 -0.504 -0.959 -1.861
H 0.537 0.140 -2.412 0.351 1.081 0.146
H 1.008 0.698 0.113 -1.460 -1.490 -1.250
H -1.809 -0.636 0.144 1.979 0.498 -0.747
H -0.545 -0.782 1.062 1.218 -0.720 0.747
H 0.601 -1.554 -1.511 -1.547 0.260 1.819
H -1.099 -1.915 -1.539 -1.644 -0.485 -0.929
H -0.132 -2.521 -0.168 -0.084 -0.842 -0.877
H -1.614 2.252 -0.127 1.460 -0.965 1.803
H -0.637 2.027 1.496 0.147 -0.294 0.122
H -0.068 2.863 -0.075 0.173 -1.449 1.339
H 1.311 -1.703 2.303 0.658 1.014 0.078
H 2.245 -0.591 2.772 1.814 0.470 1.778
O 1.591 -0.770 2.150 -2.595 -1.622 -1.860
```
Positions in Å, forces in eV/Å.

Summary:
E in eV: -7904.224
Largest force on an atom in eV Å⁻¹: 5.295
Relative energy (zero: lowest compared OMol25 entry of this formula, charge and spin) in kcal/mol: 63.0
LUMO level in eV: -3.3
Net charge: +1

Entry 7:
Formula: C3H4N2O
Source: the Open Molecules 2025 dataset
Level of theory: wB97M-V/def2-TZVPD

XYZ file:
```
10
Properties=species:S:1:pos:R:3:forces:R:3
O -1.029 1.652 -0.847 0.281 0.117 0.057
C -0.407 0.773 -0.042 0.863 -2.624 -2.756
C 0.718 -0.172 -0.389 2.348 1.924 -0.073
N 0.982 -1.008 0.635 0.622 1.113 -0.540
N -0.104 -0.927 1.439 -1.000 -1.761 -0.845
C -0.940 -0.368 0.450 -2.375 0.833 3.988
H -0.401 2.339 -1.110 -0.101 -0.195 -0.038
H 1.150 -0.247 -1.366 0.678 0.362 -0.145
H 1.902 -1.196 1.008 -0.062 -0.068 -0.123
H -1.869 -0.845 0.222 -1.252 0.299 0.476
```
Positions in Å, forces in eV/Å.

Summary:
E in eV: -8197.740
Largest force on an atom in eV Å⁻¹: 4.715
Relative energy (zero: lowest compared OMol25 entry of this formula, charge and spin) in kcal/mol: 141.7
LUMO level in eV: 0.5
Net charge: 0

Entry 8:
Formula: C3H6O2
Source: the Open Molecules 2025 dataset
Level of theory: wB97M-V/def2-TZVPD

XYZ file:
```
11
Properties=species:S:1:pos:R:3:forces:R:3
O -0.076 -1.475 1.129 0.088 -0.174 -0.093
C -0.572 -0.166 1.039 -0.123 0.349 0.053
C -0.398 0.409 -0.366 -0.094 0.106 0.121
C 0.930 0.570 -0.950 0.205 0.197 -0.005
O 0.092 -0.518 -1.331 -0.093 -0.148 -0.169
H -0.012 -1.807 0.220 0.048 -0.001 0.115
H -1.634 -0.122 1.318 0.121 -0.101 -0.078
H -0.020 0.453 1.757 -0.120 -0.006 -0.076
H -1.209 1.035 -0.737 0.135 -0.040 0.097
H 1.802 0.306 -0.351 -0.139 -0.051 -0.090
H 1.097 1.313 -1.729 -0.029 -0.130 0.124
```
Positions in Å, forces in eV/Å.

Summary:
E in eV: -7301.599
Largest force on an atom in eV Å⁻¹: 0.374
Relative energy (zero: lowest compared OMol25 entry of this formula, charge and spin) in kcal/mol: 47.9
SMILES: OC[C@H]1CO1
LUMO level in eV: 1.1
Net charge: 0